[1]
{"formula": "C74H180N12O20", "method": "ωB97M-V/def2-TZVPD", "elements": ["C", "C", "C", "C", "C", "C", "C", "C", "C", "N", "O", "H", "H", "H", "H", "H", "H", "H", "H", "H", "H", "H", "H", "H", "H", "H", "H", "H", "H", "H", "C", "C", "C", "C", "C", "C", "C", "C", "C", "N", "O", "H", "H", "H", "H", "H", "H", "H", "H", "H", "H", "H", "H", "H", "H", "H", "H", "H", "H", "H", "C", "O", "C", "C", "C", "N", "H", "H", "H", "H", "H", "H", "H", "H", "H", "H", "H", "C", "O", "C", "C", "C", "N", "H", "H", "H", "H", "H", "H", "H", "H", "H", "H", "H", "C", "O", "C", "C", "N", "C", "C", "O", "C", "H", "H", "H", "H", "H", "H", "H", "H", "H", "H", "H", "H", "H", "H", "H", "C", "O", "C", "C", "N", "C", "C", "O", "C", "H", "H", "H", "H", "H", "H", "H", "H", "H", "H", "H", "H", "H", "H", "H", "C", "O", "C", "C", "N", "C", "C", "O", "C", "H", "H", "H", "H", "H", "H", "H", "H", "H", "H", "H", "H", "H", "H", "H", "C", "O", "C", "C", "N", "C", "C", "O", "C", "H", "H", "H", "H", "H", "H", "H", "H", "H", "H", "H", "H", "H", "H", "H", "C", "O", "C", "C", "N", "C", "C", "O", "C", "H", "H", "H", "H", "H", "H", "H", "H", "H", "H", "H", "H", "H", "H", "H", "C", "O", "C", "C", "N", "C", "C", "O", "C", "H", "H", "H", "H", "H", "H", "H", "H", "H", "H", "H", "H", "H", "H", "H", "C", "O", "C", "C", "N", "C", "C", "O", "C", "H", "H", "H", "H", "H", "H", "H", "H", "H", "H", "H", "H", "H", "H", "H", "C", "O", "C", "C", "N", "C", "C", "O", "C", "H", "H", "H", "H", "H", "H", "H", "H", "H", "H", "H", "H", "H", "H", "H"], "positions_angstrom": [[-0.641, 3.250, -6.848], [-0.389, 3.358, -5.345], [-0.046, 4.790, -4.954], [-1.685, 2.921, -4.561], [-1.842, 1.461, -4.581], [-0.593, 0.786, -4.119], [0.652, 1.135, -4.889], [1.923, 0.660, -4.135], [0.614, 0.474, -6.274], [0.798, 2.604, -4.927], [1.866, 2.946, -5.726], [-1.526, 3.869, -7.152], [0.207, 3.625, -7.445], [-0.977, 2.244, -7.189], [0.029, 4.880, -3.862], [0.946, 5.132, -5.356], [-0.815, 5.433, -5.264], [-1.578, 3.235, -3.518], [-2.505, 3.470, -4.953], [-2.682, 1.188, -3.925], [-2.032, 1.112, -5.579], [-0.727, -0.312, -4.028], [-0.365, 1.148, -3.062], [2.721, 0.656, -4.848], [1.938, -0.358, -3.770], [2.257, 1.282, -3.300], [1.142, 1.052, -7.011], [-0.432, 0.356, -6.609], [1.044, -0.531, -6.357], [2.569, 3.243, -5.116], [-3.281, -5.078, -3.942], [-2.683, -3.676, -4.168], [-1.154, -3.777, -4.336], [-3.148, -3.010, -5.513], [-4.621, -2.626, -5.502], [-4.818, -1.585, -4.427], [-4.509, -2.147, -3.046], [-4.344, -0.971, -2.070], [-5.546, -3.102, -2.464], [-3.079, -2.715, -3.158], [-2.718, -3.199, -1.887], [-4.340, -5.156, -4.041], [-2.875, -5.745, -4.733], [-3.112, -5.500, -2.953], [-0.621, -4.058, -3.382], [-0.860, -4.511, -5.055], [-0.775, -2.781, -4.621], [-2.530, -2.111, -5.652], [-2.839, -3.725, -6.280], [-4.933, -2.257, -6.441], [-5.283, -3.488, -5.329], [-5.836, -1.210, -4.466], [-4.187, -0.690, -4.508], [-5.233, -0.371, -1.988], [-3.563, -0.267, -2.430], [-4.039, -1.311, -1.080], [-5.046, -3.809, -1.782], [-6.015, -3.793, -3.189], [-6.378, -2.642, -1.953], [-2.042, -2.620, -1.507], [-1.701, 2.287, -0.620], [-0.786, 1.306, -0.297], [-1.242, -0.026, -0.268], [-0.180, -1.082, -0.262], [0.602, -1.215, -1.516], [-0.858, -2.369, -0.019], [-1.186, 3.236, -0.454], [-2.594, 2.329, 0.022], [-1.929, 2.088, -1.648], [-1.850, -0.140, 0.632], [-1.857, -0.138, -1.150], [0.470, -0.865, 0.580], [1.417, -0.510, -1.639], [-0.122, -1.189, -2.328], [1.110, -2.215, -1.505], [-0.178, -3.127, 0.087], [-1.366, -2.427, 0.841], [-0.854, 4.206, 2.515], [0.295, 4.862, 2.814], [1.162, 4.188, 3.686], [1.958, 5.196, 4.436], [2.896, 6.002, 3.564], [2.739, 4.486, 5.462], [-1.586, 3.964, 3.292], [-0.549, 3.249, 2.060], [-1.321, 4.882, 1.807], [0.562, 3.627, 4.391], [1.803, 3.529, 3.137], [1.259, 5.853, 4.919], [3.841, 5.425, 3.425], [3.091, 6.978, 4.019], [2.451, 6.128, 2.588], [2.238, 4.500, 6.358], [3.633, 5.001, 5.578], [1.960, 0.177, 3.066], [2.298, -0.221, 4.383], [3.006, 0.808, 5.099], [3.255, 0.317, 6.554], [3.910, 1.373, 7.302], [4.223, 1.194, 8.702], [5.036, 2.391, 9.217], [4.297, 3.585, 9.214], [4.801, 4.600, 10.069], [1.066, 0.790, 3.092], [1.744, -0.754, 2.565], [2.760, 0.740, 2.616], [2.399, 1.700, 5.085], [3.936, 0.982, 4.580], [3.922, -0.552, 6.392], [2.279, 0.028, 6.987], [3.523, 2.295, 7.100], [4.816, 0.299, 8.722], [3.343, 1.003, 9.344], [5.978, 2.454, 8.678], [5.320, 2.162, 10.270], [4.334, 5.555, 9.848], [5.909, 4.710, 9.988], [4.547, 4.376, 11.146], [-1.051, -8.521, 0.346], [-0.214, -7.393, 0.436], [-0.381, -6.449, -0.599], [0.866, -5.535, -0.782], [1.141, -4.876, 0.454], [2.455, -4.203, 0.486], [3.642, -5.090, 0.913], [3.521, -5.366, 2.340], [4.432, -6.430, 2.715], [-0.740, -9.092, 1.231], [-0.852, -9.202, -0.508], [-2.121, -8.268, 0.360], [-1.204, -5.788, -0.326], [-0.644, -6.914, -1.595], [0.710, -4.796, -1.527], [1.739, -6.097, -1.107], [1.062, -5.547, 1.229], [2.412, -3.278, 1.070], [2.680, -3.829, -0.559], [4.647, -4.633, 0.679], [3.546, -6.028, 0.415], [5.437, -6.225, 2.365], [4.007, -7.339, 2.267], [4.422, -6.460, 3.798], [-5.244, 0.510, 1.525], [-5.872, 1.353, 0.630], [-7.242, 1.057, 0.560], [-7.986, 2.042, -0.354], [-7.577, 3.387, 0.006], [-7.877, 4.415, -0.909], [-9.079, 5.310, -0.517], [-10.226, 4.441, -0.626], [-11.207, 4.620, 0.306], [-5.795, 0.484, 2.463], [-4.259, 0.963, 1.715], [-5.165, -0.495, 1.142], [-7.634, 1.026, 1.583], [-7.349, 0.017, 0.152], [-9.009, 1.995, 0.047], [-8.009, 1.833, -1.431], [-6.577, 3.442, 0.210], [-8.184, 4.019, -1.898], [-7.025, 5.027, -1.191], [-9.159, 6.223, -1.108], [-8.910, 5.640, 0.553], [-11.600, 5.637, 0.320], [-10.892, 4.403, 1.364], [-12.058, 3.926, 0.151], [6.317, -2.372, -2.856], [4.906, -2.433, -2.852], [4.441, -2.829, -4.155], [3.022, -3.470, -4.034], [3.052, -4.743, -3.285], [3.705, -5.797, -4.091], [4.009, -7.008, -3.247], [4.736, -6.656, -2.077], [4.860, -7.729, -1.182], [6.683, -3.391, -2.893], [6.600, -1.962, -1.877], [6.714, -1.757, -3.676], [5.081, -3.623, -4.488], [4.460, -2.028, -4.866], [2.695, -3.744, -5.056], [2.245, -2.849, -3.586], [3.574, -4.523, -2.433], [4.657, -5.457, -4.609], [2.987, -6.065, -4.887], [4.559, -7.824, -3.742], [3.037, -7.429, -2.944], [3.877, -8.192, -0.983], [5.233, -7.388, -0.222], [5.556, -8.511, -1.569], [6.914, 6.687, -4.468], [5.735, 5.957, -4.569], [4.786, 6.280, -3.549], [3.513, 5.558, -3.822], [3.699, 4.093, -3.878], [3.941, 3.323, -2.623], [2.660, 3.094, -1.781], [2.603, 4.147, -0.816], [1.348, 4.024, -0.116], [7.625, 6.364, -5.252], [7.416, 6.517, -3.492], [6.676, 7.746, -4.626], [4.681, 7.368, -3.544], [5.326, 6.026, -2.635], [3.167, 5.759, -4.841], [2.751, 5.748, -3.082], [4.551, 3.990, -4.381], [4.647, 3.844, -1.974], [4.343, 2.354, -2.919], [2.697, 2.112, -1.325], [1.768, 3.122, -2.434], [1.135, 2.961, 0.189], [0.601, 4.385, -0.797], [1.341, 4.731, 0.723], [-4.741, -6.514, 0.154], [-4.189, -5.980, 1.352], [-3.795, -4.677, 1.286], [-2.853, -4.392, 2.423], [-2.754, -2.977, 2.500], [-1.814, -2.526, 3.499], [-1.585, -1.006, 3.451], [-2.716, -0.406, 4.018], [-2.389, 0.934, 4.329], [-5.712, -6.046, -0.113], [-4.893, -7.605, 0.293], [-3.994, -6.438, -0.708], [-4.658, -4.017, 1.368], [-3.363, -4.408, 0.291], [-1.824, -4.763, 2.283], [-3.159, -4.909, 3.345], [-3.604, -2.411, 2.513], [-0.864, -3.054, 3.302], [-2.092, -2.792, 4.542], [-1.309, -0.674, 2.426], [-0.755, -0.729, 4.043], [-3.283, 1.337, 4.738], [-2.073, 1.551, 3.500], [-1.601, 1.021, 5.053], [-2.886, 6.848, -2.117], [-3.879, 6.060, -1.546], [-3.362, 5.268, -0.470], [-4.555, 4.503, 0.051], [-4.254, 4.196, 1.470], [-4.413, 5.304, 2.395], [-4.425, 4.755, 3.835], [-5.299, 3.643, 3.968], [-6.646, 4.070, 3.979], [-2.107, 6.205, -2.531], [-2.380, 7.428, -1.378], [-3.338, 7.468, -2.895], [-3.004, 6.015, 0.252], [-2.505, 4.651, -0.797], [-4.795, 3.591, -0.485], [-5.446, 5.163, -0.043], [-4.841, 3.400, 1.802], [-5.283, 5.933, 2.310], [-3.600, 6.004, 2.322], [-4.714, 5.506, 4.557], [-3.410, 4.413, 4.070], [-7.266, 3.291, 4.452], [-6.982, 4.315, 2.962], [-6.748, 4.978, 4.598], [6.962, -5.278, 6.704], [7.703, -4.163, 6.087], [7.534, -4.009, 4.707], [6.241, -3.406, 4.228], [6.291, -3.167, 2.822], [5.095, -2.516, 2.377], [5.172, -1.936, 0.946], [3.962, -1.258, 0.686], [3.942, -0.273, -0.345], [5.928, -5.016, 6.942], [7.581, -5.454, 7.566], [6.989, -6.150, 6.038], [7.688, -4.982, 4.225], [8.432, -3.416, 4.383], [5.967, -2.459, 4.776], [5.434, -4.079, 4.466], [7.028, -2.467, 2.734], [4.803, -1.738, 3.056], [4.224, -3.182, 2.412], [5.369, -2.782, 0.318], [6.000, -1.249, 0.887], [4.861, 0.330, -0.196], [3.061, 0.321, -0.220], [3.896, -0.733, -1.344]], "lumo_ev": 0.62, "smiles": "CC1(C)CCCC(C)(C)N1O.CC1(C)CCCC(C)(C)N1O.COC[C@H](C)N.COC[C@H](C)N.COCCNCCOC.COCCNCCOC.COCCNCCOC.COCCNCCOC.COCCNCCOC.COCCNCCOC.COCCNCCOC.COCCNCCOC", "e_tot_ev": -138473.4224}

---

[2]
{"formula": "C4H12", "method": "ωB97M-V/def2-TZVPD", "elements": ["C", "C", "H", "H", "H", "H", "H", "H", "C", "C", "H", "H", "H", "H", "H", "H"], "positions_angstrom": [[-0.024, 1.263, 2.112], [-0.291, 1.976, 0.790], [-0.725, 0.439, 2.240], [1.012, 1.034, 2.333], [-0.297, 1.969, 2.907], [0.268, 2.912, 0.791], [-1.354, 2.005, 0.565], [0.111, 1.440, -0.077], [-0.534, -1.795, -1.755], [0.837, -1.453, -1.169], [-1.275, -1.094, -1.362], [-0.552, -1.859, -2.836], [-0.913, -2.756, -1.392], [1.224, -2.088, -0.371], [0.958, -0.440, -0.788], [1.556, -1.552, -1.989]], "de_lowest_kj_mol": 37.6, "lumo_ev": 1.15, "smiles": "CC.CC", "e_tot_ev": -4342.1386}